{"formula": "C5H11N2O", "method": "ωB97M-V/def2-TZVPD", "homo_ev": -2.464, "homo_lumo_gap_ev": 6.63, "charge": -1, "lumo_energy_ev": 4.2, "species": ["O", "N", "N", "C", "C", "C", "C", "C", "H", "H", "H", "H", "H", "H", "H", "H", "H", "H", "H"], "positions_angstrom": [[1.3503, -1.3048, -0.3294], [1.8074, 0.9069, 0.4536], [-2.0010, -1.5404, -0.0247], [-0.0887, 2.4971, 0.2432], [0.5257, 1.3158, 0.4949], [-0.4456, 0.1732, 0.8606], [-0.9945, -0.4631, -0.3997], [0.1579, -1.2741, -1.0790], [-2.6833, -1.0834, 0.5778], [1.5863, -0.3476, -0.0324], [0.3175, -0.8351, -2.0780], [-1.2294, 0.5507, 1.5078], [-0.0531, -2.3440, -1.1756], [-2.4696, -1.9046, -0.8397], [-1.4527, 0.0842, -1.2279], [0.4508, 3.4136, -0.0124], [2.4675, 1.6795, 0.4513], [-1.1514, 2.6825, 0.2506], [-0.0022, -0.6639, 1.4159]], "atomic_forces_ev_per_a": [[-0.64, -1.31, -0.85], [-0.10, 1.76, 1.01], [0.31, 0.96, 1.02], [0.42, 1.63, -0.22], [-0.43, -0.72, 0.71], [-0.38, 0.13, -0.57], [-0.37, -3.25, -0.72], [1.28, 0.10, 0.35], [-0.25, -0.28, -0.22], [1.05, -0.23, -0.02], [0.14, -0.09, -0.09], [-0.41, 0.33, -0.10], [-0.82, 0.18, -0.34], [-0.12, 0.10, -0.17], [0.18, 1.09, 0.69], [0.27, -0.35, -0.07], [-0.13, 0.00, -0.50], [-0.28, -0.52, 0.31], [0.30, 0.47, -0.21]], "lowdin_charge": [-0.17, 0.00, 0.00, -0.08, -0.53, -0.15, -0.35, -0.28, 0.04, -0.07, 0.09, 0.09, 0.09, 0.04, 0.12, 0.00, 0.03, 0.00, 0.12]}

---

{"formula": "C4H8NO3", "method": "ωB97M-V/def2-TZVPD", "homo_ev": [-9.498, -9.377], "homo_lumo_gap_ev": [9.93, 4.69], "s2": 0.76, "spin_multiplicity": 2, "lumo_energy_ev": [0.4, -4.7], "species": ["O", "O", "O", "N", "C", "C", "C", "C", "H", "H", "H", "H", "H", "H", "H", "H"], "positions_angstrom": [[-2.4567, 1.8394, -2.0353], [1.1187, 0.0250, 0.1908], [2.9206, -1.2403, 0.0749], [-0.3070, 1.2351, -1.9334], [1.2521, -1.7131, 1.7784], [-1.5581, 1.2327, -1.3980], [1.8219, -0.9265, 0.5601], [-1.6803, 0.7661, 0.0166], [2.1641, -1.8690, 2.4301], [-0.1679, 1.3987, -2.9021], [-1.7256, 1.6187, 0.7318], [0.6201, 0.8348, -1.4830], [-0.8051, 0.1999, 0.2763], [-2.5211, 0.2043, 0.1673], [0.7656, -2.6585, 1.4095], [0.5586, -0.9473, 2.1161]], "atomic_forces_ev_per_a": [[1.26, -1.99, 1.47], [-0.81, -0.02, 0.96], [-0.75, -1.07, 1.36], [3.38, -1.85, 1.48], [0.38, -0.26, 0.37], [-1.07, 3.02, -1.62], [3.01, 0.77, -3.10], [1.69, 1.57, 0.36], [-1.38, 0.02, -0.64], [-0.50, 0.50, -0.69], [-0.01, -0.31, -0.75], [-3.22, 0.96, -0.84], [-0.06, -0.23, 0.17], [-2.31, -1.40, 0.19], [0.60, 1.08, 0.41], [-0.23, -0.77, 0.88]], "lowdin_charge": [-0.01, 0.09, 0.13, 0.13, 0.08, -0.55, -0.61, 0.00, 0.12, 0.09, 0.11, 0.13, 0.03, 0.05, 0.12, 0.08]}

---

{"formula": "C7H15N2O2S", "method": "ωB97M-V/def2-TZVPD", "homo_ev": -14.218, "homo_lumo_gap_ev": 10.56, "charge": 1, "lumo_energy_ev": -3.7, "species": ["S", "O", "O", "N", "N", "C", "C", "C", "C", "C", "C", "C", "H", "H", "H", "H", "H", "H", "H", "H", "H", "H", "H", "H", "H", "H", "H"], "positions_angstrom": [[-2.1541, 1.0186, -0.5123], [-1.5053, -0.3386, -0.0472], [-1.1391, 1.8694, -1.4595], [-0.5219, 1.1543, -2.5865], [0.6396, 0.2075, 0.7840], [-1.3738, -2.5202, 1.9109], [1.1270, -2.6225, 1.3901], [-0.2351, 3.3836, -3.5931], [-0.1265, 1.8918, -3.5210], [-0.2430, -0.6587, 0.5778], [-1.7381, 2.1658, 0.8590], [-0.3272, -2.1191, 0.9247], [-0.0407, 3.7443, -4.5864], [0.2123, 3.9980, -2.7132], [-2.6377, 2.5883, 1.2154], [-1.2141, 3.0672, 0.6403], [-0.9743, -2.4504, 2.9387], [0.5211, 1.4444, -4.2395], [1.4344, -0.1439, 1.3206], [1.4509, -2.0757, 2.2995], [1.0463, -3.7091, 1.5013], [1.9618, -2.3882, 0.6550], [-1.1906, 1.5957, 1.7131], [-0.3352, -2.6825, -0.0615], [-2.3817, -2.0293, 1.6386], [-1.6102, -3.6564, 1.5928], [-1.2859, 3.6353, -3.2803]], "atomic_forces_ev_per_a": [[2.45, 1.47, 0.56], [-0.10, 0.43, -0.65], [0.03, -0.07, -0.75], [-0.59, -2.10, 0.58], [-1.26, -0.09, -0.42], [-2.29, -2.48, -1.74], [-0.03, 1.33, -0.54], [-1.74, 0.94, 2.48], [0.61, 2.60, 1.23], [0.78, -0.02, 1.01], [0.24, -1.65, 2.00], [3.61, -0.85, -1.68], [0.30, 0.39, -0.07], [0.32, -1.36, -1.74], [-1.50, -0.17, 0.64], [1.06, 0.09, -1.12], [-0.81, 0.09, -0.43], [-0.07, -0.94, -0.54], [-0.19, -0.13, -0.35], [-0.36, -0.79, -0.04], [0.28, 0.36, 0.36], [-1.29, -0.40, 0.46], [-1.10, 0.89, -1.75], [-0.96, 0.83, 0.89], [1.58, -0.43, 1.13], [0.57, 2.34, 1.41], [0.46, -0.26, -0.93]], "lowdin_charge": [1.22, -0.32, -0.41, 0.06, 0.22, -0.07, -0.06, -0.05, -0.17, -0.37, -0.16, -0.38, 0.07, 0.13, 0.04, 0.06, 0.09, 0.13, 0.09, 0.08, 0.08, 0.10, 0.11, 0.17, 0.10, 0.14, 0.09]}

---

{"formula": "HNO6S", "method": "ωB97M-V/def2-TZVPD", "homo_ev": [-10.177, -9.899], "homo_lumo_gap_ev": [9.19, 9.01], "lumo_energy_ev": [-1.0, -0.9], "species": ["S", "O", "O", "O", "O", "O", "O", "N", "H"], "positions_angstrom": [[1.2853, 2.1036, 0.2837], [-0.0584, 2.4891, -0.2002], [0.0801, -0.1691, 0.9609], [-1.3271, -0.1587, 0.9655], [-1.9667, 0.4451, -0.5212], [2.1631, 1.5497, -0.6607], [-3.2141, 1.9875, 0.3957], [-2.7609, 1.2970, -0.4094], [0.3888, -0.6278, 0.1550]], "atomic_forces_ev_per_a": [[-4.09, 1.74, 0.35], [2.61, -0.48, 0.98], [-0.36, 0.46, -0.15], [1.72, -1.24, 1.58], [1.06, -0.99, -0.65], [1.39, -0.98, -1.32], [-0.09, 0.55, 2.19], [-1.63, 1.28, -3.22], [-0.59, -0.34, 0.25]], "lowdin_charge": [0.90, -0.45, -0.14, -0.09, 0.09, -0.41, 0.17, -0.18, 0.10]}

---

{"formula": "C38H43ClF8N4O5P", "method": "ωB97M-V/def2-TZVPD", "homo_ev": -10.723, "homo_lumo_gap_ev": 6.76, "charge": 1, "lumo_energy_ev": -4.0, "species": ["Cl", "P", "F", "F", "F", "F", "F", "F", "F", "F", "O", "O", "O", "O", "O", "N", "N", "N", "N", "C", "C", "C", "C", "C", "C", "C", "C", "C", "C", "C", "C", "C", "C", "C", "C", "C", "C", "C", "C", "C", "C", "C", "C", "C", "C", "C", "C", "C", "C", "C", "C", "C", "C", "C", "C", "C", "C", "H", "H", "H", "H", "H", "H", "H", "H", "H", "H", "H", "H", "H", "H", "H", "H", "H", "H", "H", "H", "H", "H", "H", "H", "H", "H", "H", "H", "H", "H", "H", "H", "H", "H", "H", "H", "H", "H", "H", "H", "H", "H", "H"], "positions_angstrom": [[7.9750, -1.2654, 0.0941], [6.7991, 0.4713, -0.0379], [6.3523, -3.9708, -3.3626], [-2.4777, 1.2907, -2.3022], [-2.6327, -3.7689, 5.6714], [5.4070, -1.7159, -3.9929], [5.0113, -3.5683, -1.5731], [-0.4678, 4.2395, 1.2592], [-2.9550, -2.6438, -1.7485], [7.2487, -0.9320, -2.9262], [7.4167, 1.5554, -1.2319], [1.5039, -1.1781, 4.4918], [1.0038, -0.6704, -2.0255], [1.8917, -3.4810, 4.4608], [0.6912, 1.2781, -4.4380], [3.9386, 0.5675, -0.2336], [5.1549, 0.0842, -0.6858], [3.5751, -0.9538, -2.1320], [1.6863, 0.0506, -1.0793], [0.5773, 6.0143, 2.4106], [-5.0033, 2.4008, -4.6559], [-3.3215, -4.8750, 6.0117], [6.2229, -3.1358, -2.2062], [1.0704, -2.5303, 4.4078], [3.8751, 0.5549, 2.2767], [3.8330, 1.4788, 0.9289], [1.6590, -0.5794, 3.1777], [4.9849, -0.8103, -1.7986], [0.8394, 2.4037, -0.8049], [1.1430, 7.2849, 2.3875], [-3.6550, 1.7283, -2.7905], [-3.7860, 1.9557, -4.1518], [0.1230, 6.1740, 0.0445], [6.0283, -1.5991, -2.7058], [2.5748, 0.7601, 3.2159], [0.8584, 0.8989, -0.1842], [-4.6722, -3.6672, -4.7713], [-3.3946, -7.2474, 6.3486], [-3.4216, -1.6480, -5.2013], [-5.3659, -5.9054, 6.7206], [-2.6846, -6.1057, 5.9923], [-4.7146, 1.9427, -1.9236], [-0.4802, -2.9593, 4.2931], [-2.9820, -1.6404, -3.8818], [-6.0723, 2.6240, -3.7937], [-4.2237, -3.6657, -3.4546], [1.1906, 8.0021, 1.1945], [-4.2690, -2.6603, -5.6441], [-4.6536, -4.7619, 6.3751], [-4.7357, -7.1463, 6.7097], [1.3205, 2.1713, -3.4574], [0.2501, 2.4546, -2.2950], [0.6789, 7.4489, 0.0244], [3.0126, -0.0786, -1.1115], [-5.9284, 2.3982, -2.4274], [0.0756, 5.4721, 1.2382], [-3.3856, -2.6501, -3.0237], [-2.3288, -0.8561, -3.5169], [-6.7615, 2.5764, -1.7563], [7.1408, -3.2831, -1.5551], [4.0627, -0.5464, 2.0484], [0.1164, 3.0190, -0.1464], [-0.5929, -4.0884, 4.4623], [-5.1257, -3.7865, 6.3866], [-4.6154, -2.6636, -6.6724], [0.2664, -1.1649, -1.6012], [-3.1052, -0.8663, -5.8833], [1.5455, 7.7161, 3.2975], [4.7720, 0.9001, 2.9176], [-7.0210, 2.9752, -4.1861], [2.9438, 2.1854, 0.9211], [-2.9041, -8.2146, 6.3444], [1.8894, 1.6067, 2.8582], [1.1560, 0.4125, -4.4406], [2.2707, 1.6415, -3.1147], [-0.8829, -2.7167, 3.2449], [4.7677, 2.1508, 1.0160], [-1.6424, -6.1659, 5.7007], [-2.9402, 1.7851, -4.8083], [-5.1181, 2.5733, -5.7205], [2.8741, 0.9590, 4.2945], [-4.5869, 1.7537, -0.8640], [-1.1252, -2.4478, 5.0800], [1.8610, 2.9120, -0.7579], [6.8342, 2.3571, -1.1694], [0.5238, 5.4445, 3.3311], [1.1616, 0.8906, 0.9130], [-0.5825, 1.6728, -2.3721], [1.6280, 8.9949, 1.1784], [2.1030, -1.3620, 2.4546], [0.5962, -0.3459, 2.7949], [-0.1847, 3.5034, -2.4748], [0.7129, 8.0103, -0.9029], [-0.2725, 5.7240, -0.8589], [1.6492, 3.1287, -3.9923], [-6.4115, -5.8289, 6.9982], [-5.3355, -4.4527, -5.1165], [-5.2900, -8.0381, 6.9833], [-4.5201, -4.4463, -2.7639], [-0.2187, 0.4905, -0.2339]], "atomic_forces_ev_per_a": [[-0.91, 1.02, -1.07], [0.54, 2.75, 1.13], [-0.09, 2.07, 2.58], [-0.05, -0.26, 0.22], [-0.28, -0.02, 0.14], [1.22, 0.64, 2.96], [2.69, 1.23, -1.04], [-0.26, -0.10, 0.28], [0.15, 0.04, 0.26], [-2.48, -1.33, 0.91], [-1.36, -1.84, 1.21], [-0.37, -1.18, -0.94], [-0.41, -0.23, -0.55], [-2.44, 4.15, -0.22], [0.88, 0.17, 0.47], [-1.56, -1.30, -3.06], [2.35, -3.08, -3.48], [4.67, 2.94, 4.12], [0.17, -0.10, 1.84], [-0.01, -0.22, 0.13], [-0.06, -0.01, 0.30], [-0.57, -0.82, 0.29], [-0.83, -1.54, -1.25], [1.20, -4.05, 0.21], [0.10, 1.29, 1.15], [1.11, -0.32, 2.28], [-0.59, 0.08, -0.79], [-5.00, 1.45, 0.44], [-1.12, 0.17, 0.41], [-0.07, -0.03, -0.33], [-1.14, 0.42, -0.49], [0.28, -0.09, -0.01], [-0.08, -0.21, -0.13], [-0.47, -0.42, -2.08], [-0.66, -1.35, -0.27], [-0.90, 1.77, -0.70], [0.19, 0.25, 0.01], [-0.25, 0.22, 0.02], [-0.17, -0.29, 0.10], [0.28, -0.12, -0.06], [0.20, 0.10, -0.07], [0.17, -0.07, 0.20], [0.31, 0.68, 0.00], [0.17, 0.09, 0.13], [-0.05, 0.01, 0.03], [-0.03, -0.11, 0.19], [0.03, 0.02, 0.03], [0.01, 0.04, -0.04], [-0.01, 0.22, -0.04], [0.01, -0.05, 0.00], [-0.15, -0.69, -0.21], [0.58, -0.01, 0.08], [0.07, -0.07, 0.28], [0.55, -0.90, -0.72], [0.17, -0.02, -0.29], [0.43, 1.03, 0.00], [-0.34, -0.02, -0.93], [-0.03, -0.03, -0.01], [0.11, -0.04, -0.04], [-1.43, 0.13, -0.71], [-0.42, 1.52, 0.10], [1.42, -1.17, -1.06], [0.64, 1.88, -0.35], [0.05, -0.04, -0.02], [0.03, -0.01, 0.12], [0.71, 0.34, 0.09], [-0.02, -0.06, 0.10], [-0.08, -0.07, -0.07], [-1.27, -0.53, -1.21], [0.11, -0.04, 0.04], [1.03, -1.31, -0.47], [-0.02, 0.12, -0.02], [1.26, -0.94, 0.52], [-0.44, 0.99, 0.13], [-1.14, 0.88, -0.03], [0.59, -0.19, 1.54], [-1.42, -1.11, -0.76], [-0.04, 0.01, 0.04], [0.00, -0.01, 0.06], [0.05, -0.02, 0.11], [-0.41, -0.27, -1.44], [0.01, 0.00, -0.05], [1.10, -0.38, -1.27], [-1.20, -0.79, -0.01], [0.71, -0.79, -0.09], [-0.03, 0.02, -0.05], [-0.02, -0.25, -1.59], [1.48, 1.43, -0.09], [-0.06, -0.11, 0.00], [-0.49, 1.17, 1.10], [1.52, -0.15, 0.45], [0.48, -1.64, 0.35], [-0.02, -0.09, 0.08], [-0.04, 0.02, 0.06], [-0.60, -1.29, 0.76], [0.12, 0.03, -0.02], [0.08, 0.06, 0.07], [0.06, 0.10, -0.03], [0.02, 0.07, -0.01], [1.74, 0.55, 0.02]], "lowdin_charge": [0.31, 0.69, 0.03, 0.01, 0.02, 0.07, 0.02, 0.03, 0.05, 0.05, -0.33, -0.08, 0.04, 0.06, -0.12, -0.02, -0.19, 0.23, -0.11, -0.02, -0.07, -0.28, -0.16, -0.39, -0.15, -0.12, -0.19, -0.07, -0.15, -0.08, -0.29, -0.02, -0.02, -0.28, -0.13, -0.07, -0.08, -0.08, -0.08, -0.08, -0.02, -0.02, 0.00, -0.03, -0.09, -0.02, -0.09, -0.09, -0.02, -0.09, -0.22, -0.15, -0.07, -0.17, -0.07, -0.29, -0.29, 0.10, 0.11, 0.13, 0.12, 0.10, 0.09, 0.12, 0.10, 0.15, 0.10, 0.11, 0.12, 0.11, 0.11, 0.11, 0.11, 0.08, 0.10, 0.09, 0.12, 0.11, 0.12, 0.11, 0.13, 0.12, 0.08, 0.11, 0.07, 0.12, 0.10, 0.09, 0.11, 0.13, 0.12, 0.12, 0.11, 0.11, 0.13, 0.11, 0.11, 0.10, 0.12, 0.15]}

---

{"formula": "C3H12", "method": "ωB97M-V/def2-TZVPD", "homo_ev": -12.293, "homo_lumo_gap_ev": 13.16, "lumo_energy_ev": 0.9, "species": ["C", "C", "C", "H", "H", "H", "H", "H", "H", "H", "H", "H", "H", "H", "H"], "positions_angstrom": [[2.3751, 0.0073, 2.2301], [-3.8983, 1.8967, 1.1464], [1.6088, -1.9668, -3.4419], [-3.0644, 2.1221, 0.5212], [-4.2864, 0.9087, 1.2515], [1.8966, -2.7763, -2.7718], [-4.7058, 2.5084, 0.6975], [0.7179, -1.3719, -2.9927], [2.4209, -1.2847, -3.5988], [3.1851, 0.6116, 2.0163], [1.2786, -2.4990, -4.3197], [2.4095, -0.6779, 3.1219], [1.9825, -0.3973, 1.2611], [-3.6099, 2.3282, 2.1268], [1.6899, 0.5910, 2.7521]], "atomic_forces_ev_per_a": [[-1.53, -2.35, 0.37], [-0.82, 2.19, 0.68], [-1.95, 0.32, 1.29], [0.75, -0.84, -0.66], [0.40, -0.82, -0.17], [0.09, 0.32, 0.38], [0.20, -0.19, 0.54], [1.50, -1.14, -0.73], [0.40, 0.15, -0.31], [2.08, 0.79, 0.01], [-0.05, 0.34, -0.62], [1.20, -0.37, -1.53], [0.11, 0.05, 1.30], [-0.52, -0.35, -0.39], [-1.86, 1.89, -0.14]], "lowdin_charge": [-0.05, -0.05, -0.06, 0.00, 0.00, 0.01, 0.02, 0.05, 0.00, -0.02, 0.00, 0.04, 0.04, 0.03, -0.02]}

---

Taking the records one at a time from the top gives E_tot values of -10390.018 -11907.579 -25401.385 -24617.123 -99838.990 -3304.647 eV.
Taking the records one at a time from the top gives energy above the lowest of the compared OMol25 structures with the same formula, charge and spin values of 0.520 1.391 5.445 0.000 3.986 0.697 eV.